{"formula": "C6H11N2O", "method": "ωB97M-V/def2-TZVPD", "total_energy_ha": -419.63909, "orbital_gap_ev": 5.955, "lumo_energy_ev": -5.4, "total_charge": 1, "species": ["C", "C", "C", "C", "C", "C", "N", "N", "O", "H", "H", "H", "H", "H", "H", "H", "H", "H", "H", "H"], "coordinates": [[-1.18046, -2.20376, 2.71014], [-1.08380, -1.08061, 1.88390], [-0.99507, -2.81342, 0.60841], [2.64528, 1.75373, -0.71938], [-0.66255, 2.36840, -2.22881], [1.21696, 1.53432, -1.12215], [-1.14860, -3.28820, 1.87609], [-0.98389, -1.47482, 0.62831], [0.68325, 2.39145, -1.85502], [-1.42041, -2.38564, 3.76516], [-1.15100, -0.03574, 2.00537], [-0.94659, -3.34716, -0.25136], [3.18100, 2.45629, -1.29259], [2.65034, 2.02848, 0.40126], [3.00624, 0.71822, -0.73021], [-1.37544, 2.67235, -1.33990], [-1.12877, 1.35735, -2.62356], [-0.86629, 2.98933, -3.04258], [0.68940, 0.59669, -0.86655], [-1.12961, -4.23728, 2.19348]]}

{"formula": "C4H10N4", "method": "ωB97M-V/def2-TZVPD", "smiles": "[H]/N=C(\\N=C(C)C)NN", "total_energy_ha": -377.36510, "orbital_gap_ev": 9.857, "lumo_energy_ev": 0.8, "species": ["H", "N", "C", "N", "C", "C", "C", "N", "N", "H", "H", "H", "H", "H", "H", "H", "H", "H"], "coordinates": [[0.36322, 2.73328, 0.93617], [0.65445, 2.38443, 0.02929], [0.77595, 1.11557, 0.01221], [0.53508, 0.24718, 1.06206], [-0.29504, -0.70867, 0.96732], [-0.40271, -1.68360, 2.09351], [-1.25043, -0.82057, -0.47853], [0.90814, 0.48710, -1.23125], [1.18871, 1.28672, -2.35387], [0.38809, -1.51813, 2.82664], [-1.37350, -1.57968, 2.58475], [-0.33559, -2.70362, 1.70690], [-1.89556, -1.67019, -0.27324], [-1.84139, 0.08638, -0.42492], [-0.91689, -1.03494, -1.49455], [1.45557, -0.36464, -1.20985], [1.74000, 2.09473, -2.04980], [0.30191, 1.64863, -2.70285]]}

{"formula": "F2N2O7RbS2", "method": "ωB97M-V/def2-TZVPD", "total_energy_ha": -1656.35165, "orbital_gap_ev": 7.283, "lumo_energy_ev": 1.6, "total_charge": -1, "species": ["Rb", "N", "S", "O", "O", "F", "S", "O", "O", "F", "N", "O", "O", "O"], "coordinates": [[1.96646, 0.29219, -0.46686], [-3.29258, 1.05137, 1.40469], [-3.52831, 0.79653, -0.05240], [-3.32097, -0.51908, -0.67668], [-3.16530, 1.85306, -1.00782], [-5.13987, 0.79067, 0.14273], [-1.85965, 0.13529, 1.43459], [-0.81264, 0.45038, 0.51283], [-2.13144, -1.22913, 1.80493], [-1.24806, 0.77724, 2.77133], [5.63719, -1.07634, -1.46988], [4.81682, -0.44357, -0.80911], [5.48273, -2.33686, -1.69200], [6.59559, -0.54178, -1.89639]]}

{"formula": "C4H9N2O", "method": "ωB97M-V/def2-TZVPD", "total_energy_ha": -342.31797, "orbital_gap_ev": 10.514, "lumo_energy_ev": -3.4, "total_charge": 1, "species": ["C", "C", "C", "N", "C", "N", "H", "H", "H", "H", "H", "H", "H", "H", "H", "O"], "coordinates": [[-1.86158, 1.22809, 1.83550], [-0.70497, 0.67522, 1.08455], [0.06424, 1.29373, 0.16259], [1.01266, 0.39568, -0.29136], [0.72124, -0.83319, 0.11310], [-0.25120, -0.67445, 1.11112], [-2.08973, 0.61976, 2.70858], [-2.65966, 0.95402, 1.16951], [-1.81518, 2.29700, 1.92259], [0.05727, 2.22871, -0.39468], [1.89555, 0.68906, -0.74794], [1.07678, -1.79480, -0.18917], [-0.59352, -1.60665, 1.42891], [2.17835, -1.36499, -3.72428], [1.42525, -2.52491, -3.13992], [1.54449, -1.58229, -3.04910]]}

{"formula": "C5H12N2O", "method": "ωB97M-V/def2-TZVPD", "multiplicity": 2, "total_energy_ha": -382.37176, "orbital_gap_ev": [2.827, 9.623], "lumo_energy_ev": [3.8, 3.7], "total_charge": -1, "species": ["C", "N", "C", "C", "C", "C", "N", "O", "H", "H", "H", "H", "H", "H", "H", "H", "H", "H", "H", "H"], "coordinates": [[-1.50920, -1.17123, 0.31677], [-0.16061, -1.14166, 0.57700], [0.83368, 1.85549, 1.86655], [0.22315, 1.26228, 0.56429], [0.62745, -0.13615, -0.02832], [0.46363, -0.02975, -1.55328], [1.37742, 0.80619, -2.34836], [-2.38326, -1.93898, 0.75544], [-1.78235, -0.36714, -0.35773], [0.27637, -1.92938, 1.05710], [1.83596, 2.44944, 1.78210], [0.98222, 1.01542, 2.68202], [-0.06735, 2.50207, 2.23303], [-0.90387, 1.35179, 0.49291], [0.53704, 1.95099, -0.22652], [1.84817, -0.22504, 0.26657], [0.67649, -1.01854, -1.98790], [-0.58625, 0.14480, -1.79377], [2.14309, 1.12007, -1.76805], [1.75662, 0.18182, -3.01986]]}

{"formula": "C20H50N6O10P3", "method": "ωB97M-V/def2-TZVPD", "total_energy_ha": -2896.97207, "orbital_gap_ev": 7.454, "lumo_energy_ev": -3.2, "total_charge": 1, "species": ["C", "C", "O", "O", "C", "C", "C", "C", "C", "C", "P", "P", "N", "O", "O", "P", "N", "O", "O", "H", "H", "H", "H", "H", "H", "H", "H", "H", "H", "H", "H", "H", "H", "H", "H", "H", "H", "H", "H", "H", "H", "C", "C", "O", "N", "C", "H", "H", "H", "H", "H", "H", "H", "C", "C", "O", "N", "C", "H", "H", "H", "H", "H", "H", "H", "C", "C", "O", "N", "C", "H", "H", "H", "H", "H", "H", "H", "C", "C", "O", "N", "C", "H", "H", "H", "H", "H", "H", "H"], "coordinates": [[-1.51166, 2.50686, 0.88003], [-0.05432, 2.68844, 1.22580], [0.35571, 3.37810, 2.10582], [0.81595, 1.95536, 0.43267], [1.19971, 2.66165, -0.76692], [2.17787, 1.76860, -1.50741], [1.59376, 0.54490, -2.20309], [0.88969, 0.81705, -3.53421], [-0.57072, 1.27983, -3.46794], [-1.29684, 0.62278, -2.28951], [-3.08935, 0.71012, -2.43438], [-4.12165, -0.29346, -0.71527], [-4.87338, 0.65746, 0.19828], [-5.00281, -1.39379, -1.43689], [-2.94151, -1.10902, -0.01868], [-3.69217, 2.82661, -2.74279], [-2.67243, 3.70522, -2.01808], [-3.65831, 2.83493, -4.32850], [-5.24669, 2.83083, -2.44104], [-1.72997, 1.44557, 0.74777], [-2.13710, 2.93177, 1.65857], [-1.71310, 2.99864, -0.07618], [0.30720, 2.93500, -1.34487], [1.69986, 3.59311, -0.49131], [2.75483, 2.36952, -2.21506], [2.88899, 1.41226, -0.75815], [2.42727, -0.12446, -2.41946], [0.96103, -0.00544, -1.50147], [1.48095, 1.57971, -4.04918], [0.92661, -0.07818, -4.15517], [-0.67267, 2.36499, -3.42013], [-1.07204, 0.95388, -4.38591], [-1.05448, -0.44426, -2.24561], [-1.02240, 1.07646, -1.33411], [-3.42764, -0.00129, -3.59274], [-4.81942, 1.64635, 0.02324], [-4.67345, -2.30046, -1.42411], [-2.33314, -1.60849, -0.57803], [-2.97780, 4.39183, -1.34001], [-2.95097, 3.41005, -4.65774], [-5.50039, 3.35785, -1.67071], [0.39946, 3.12139, 5.23532], [1.30748, 3.03767, 6.44069], [1.96825, 2.03547, 6.66197], [1.36989, 4.11451, 7.26474], [0.66253, 5.37195, 7.14929], [0.48882, 2.18601, 4.69788], [-0.64140, 3.26455, 5.53048], [0.68646, 3.93947, 4.57583], [1.99598, 3.99012, 8.04512], [1.35922, 6.20696, 7.05942], [0.02990, 5.54764, 8.02084], [0.03022, 5.36168, 6.26710], [3.59123, -1.83984, 3.41729], [3.08147, -1.34378, 2.08471], [3.37562, -1.88712, 1.02800], [2.26961, -0.25910, 2.09415], [1.80354, 0.53370, 3.21523], [4.22376, -2.70563, 3.24622], [4.17236, -1.07112, 3.92678], [2.76317, -2.12485, 4.06810], [1.96953, 0.03070, 1.17634], [0.71124, 0.51545, 3.24883], [2.13089, 1.56599, 3.09349], [2.18475, 0.15865, 4.15995], [-0.55658, -3.84075, -6.40478], [-0.53922, -2.40117, -5.95246], [-0.68032, -2.10316, -4.77058], [-0.35281, -1.45041, -6.89825], [-0.16330, -1.63083, -8.32662], [-0.70917, -4.46558, -5.53084], [-1.36194, -4.01904, -7.11779], [0.38680, -4.11443, -6.87736], [-0.33993, -0.50928, -6.53854], [0.80122, -1.23354, -8.64312], [-0.94767, -1.12457, -8.88973], [-0.19397, -2.68610, -8.57421], [1.41660, -7.45141, 3.21355], [1.22552, -6.26229, 4.12899], [0.99498, -6.39298, 5.31654], [1.32283, -5.02370, 3.56923], [1.58252, -4.67316, 2.18558], [1.30901, -8.35029, 3.81215], [0.67118, -7.46001, 2.41733], [2.40696, -7.44145, 2.75707], [1.19146, -4.27697, 4.23332], [2.49006, -4.07655, 2.10477], [0.74894, -4.09064, 1.78541], [1.69983, -5.56902, 1.58500]]}